Formula: C10H18Cl13N4O2S
Source: OMol25
Level of theory: ωB97M-V/def2-TZVPD

Positions of all 48 atoms, in Å:
O: 1.58 1.81 1.78
C: 2.27 1.94 0.81
O: 1.75 2.18 -0.44
C: 3.80 1.86 0.86
N: 4.40 2.46 -0.33
C: 4.99 1.80 -1.29
N: 5.39 2.61 -2.25
C: 5.04 3.82 -1.86
N: 5.31 4.90 -2.61
S: 5.00 6.56 -2.31
N: 4.42 3.78 -0.66
Cl: 3.71 4.89 0.37
H: 1.76 1.38 -0.97
H: 4.17 2.37 1.74
H: 4.11 0.82 0.91
H: 5.14 0.74 -1.32
H: 5.76 4.70 -3.48
H: 3.68 6.54 -2.05
C: 5.74 -1.82 2.34
Cl: 4.12 -1.22 1.97
Cl: 6.99 -0.78 1.64
H: 5.86 -1.85 3.41
H: 5.84 -2.82 1.92
C: 0.05 -1.28 2.62
Cl: 0.53 -2.54 3.76
Cl: 0.65 -1.61 0.98
H: -1.04 -1.23 2.58
H: 0.46 -0.33 2.95
C: -3.58 0.93 1.97
Cl: -3.10 -0.32 3.11
Cl: -2.91 0.62 0.36
H: -4.65 0.95 1.91
H: -3.21 1.89 2.31
C: -5.97 1.47 -2.03
Cl: -6.09 1.25 -0.28
Cl: -5.73 -0.06 -2.87
H: -6.90 1.92 -2.38
H: -5.13 2.12 -2.24
C: -4.69 -2.49 -0.10
Cl: -4.23 -3.10 1.50
Cl: -5.04 -3.81 -1.23
H: -5.57 -1.88 0.00
H: -3.87 -1.91 -0.50
C: -6.20 -7.35 -2.02
Cl: -4.88 -8.49 -1.76
Cl: -7.01 -7.62 -3.58
H: -6.93 -7.47 -1.23
H: -5.80 -6.34 -2.01

Properties
LUMO level ... -3.7 eV
Kohn-Sham gap ... 8.1 eV
HOMO level ... -11.8 eV
Net charge ... +1
E ... -7141.6877 Ha



Formula: C51H44Cl2N2O5RhS3
Source: OMol25
Level of theory: ωB97M-V/def2-TZVPD

Positions of all 108 atoms, in Å:
Rh: 0.06 0.61 0.85
C: 0.82 -4.89 -8.35
C: 0.84 -4.35 -6.94
C: -0.16 -3.49 -6.50
C: -0.17 -3.04 -5.19
C: 0.82 -3.44 -4.32
C: 1.84 -4.29 -4.74
C: 1.85 -4.72 -6.05
S: 0.69 -2.88 -2.61
O: 0.64 -4.11 -1.77
C: 2.35 -2.16 -2.48
C: 2.67 -1.26 -3.52
C: 3.86 -0.60 -3.54
C: 4.77 -0.75 -2.48
C: 6.00 -0.05 -2.45
C: 6.84 -0.14 -1.39
C: 6.48 -0.92 -0.27
C: 5.32 -1.65 -0.28
C: 4.45 -1.61 -1.40
C: 3.23 -2.37 -1.44
C: 3.05 -3.40 -0.37
C: 3.96 -4.50 -0.37
C: 4.82 -4.76 -1.47
C: 5.69 -5.82 -1.44
C: 5.76 -6.65 -0.31
C: 4.92 -6.45 0.75
C: 3.99 -5.39 0.74
C: 3.06 -5.21 1.78
C: 2.13 -4.21 1.73
C: 2.14 -3.30 0.66
S: 0.98 -1.90 0.61
O: 1.87 -0.74 1.02
C: 0.01 -2.24 2.08
C: -1.08 -3.09 2.00
C: -1.80 -3.37 3.15
C: -1.44 -2.82 4.38
C: -2.19 -3.17 5.64
C: -0.36 -1.94 4.43
C: 0.36 -1.64 3.28
H: 0.30 -4.21 -9.02
H: 0.30 -5.85 -8.36
H: 1.83 -5.05 -8.72
H: -0.94 -3.18 -7.19
H: -0.95 -2.37 -4.84
H: 2.61 -4.60 -4.04
H: 2.64 -5.38 -6.39
H: 1.96 -1.14 -4.33
H: 4.11 0.06 -4.36
H: 6.25 0.58 -3.30
H: 7.78 0.40 -1.38
H: 7.13 -0.95 0.59
H: 5.05 -2.23 0.58
H: 4.76 -4.13 -2.34
H: 6.33 -6.01 -2.29
H: 6.47 -7.47 -0.30
H: 4.95 -7.11 1.61
H: 3.10 -5.88 2.63
H: 1.41 -4.10 2.53
H: -1.35 -3.55 1.06
H: -2.65 -4.05 3.11
H: -2.66 -4.15 5.55
H: -2.97 -2.44 5.84
H: -1.51 -3.19 6.49
H: -0.06 -1.51 5.38
H: 1.23 -0.99 3.31
Cl: -3.45 4.05 -4.60
C: -2.94 3.14 -3.23
C: -3.76 3.08 -2.09
C: -3.35 2.37 -0.99
Cl: -4.34 2.35 0.43
C: -2.15 1.61 -0.95
O: -1.87 0.89 0.07
C: -1.32 1.73 -2.12
C: -0.02 1.15 -2.14
O: 0.49 0.43 -1.28
C: -1.73 2.49 -3.23
H: -4.70 3.62 -2.07
H: 0.59 1.38 -3.03
H: -1.09 2.55 -4.10
C: 2.23 3.37 3.65
C: 2.30 2.31 2.55
C: 3.42 1.30 2.86
O: 1.08 1.63 2.47
H: 3.20 3.85 3.78
H: 1.94 2.88 4.59
H: 1.49 4.12 3.40
H: 2.54 2.78 1.59
H: 3.24 0.84 3.83
H: 4.37 1.83 2.88
H: 3.45 0.53 2.09
N: -1.34 1.59 3.97
C: -1.46 2.80 3.41
S: -0.71 3.10 1.90
N: -2.18 3.72 4.07
C: -2.35 5.10 3.78
C: -2.46 5.59 2.49
C: -2.48 6.96 2.28
C: -2.45 7.84 3.35
C: -2.43 7.34 4.64
C: -2.38 5.98 4.86
H: -0.71 0.94 3.52
H: -1.61 1.41 4.92
H: -2.49 3.44 4.99
H: -2.54 4.91 1.66
H: -2.54 7.34 1.26
H: -2.44 8.90 3.18
H: -2.45 8.02 5.49
H: -2.36 5.59 5.88

Properties
Spin multiplicity ... 5
LUMO level (spin up / spin down) ... -2.4 / -4.2 eV
Kohn-Sham gap (spin up / spin down) ... 7.7 / 6.0 eV
HOMO level (spin up / spin down) ... -10.1 / -10.1 eV
ΔE to the lowest compared entry with this formula, charge and spin ... 141.6 kJ/mol
Net charge ... +1
E ... -4680.7430 Ha



Formula: C36H56IN10OSSr
Source: OMol25
Level of theory: ωB97M-V/def2-TZVPD

Positions of all 106 atoms, in Å:
Sr: 0.84 -0.52 0.17
O: 3.02 1.69 2.10
C: 4.23 1.75 1.37
C: 5.14 0.57 1.72
C: 4.46 -0.72 1.31
C: 4.40 -0.92 -0.18
C: 5.46 -1.47 -0.87
C: 5.24 -1.81 -2.23
C: 4.07 -1.53 -2.85
C: 2.99 -0.76 -2.15
N: 3.23 -0.61 -0.71
H: 2.26 1.55 1.51
H: 4.74 2.70 1.60
H: 4.02 1.75 0.29
H: 5.32 0.57 2.80
H: 6.11 0.68 1.21
H: 3.43 -0.65 1.70
H: 4.93 -1.59 1.78
H: 6.39 -1.71 -0.36
H: 6.00 -2.34 -2.78
H: 3.90 -1.84 -3.87
H: 2.02 -1.31 -2.27
C: 2.35 -3.78 -0.15
N: 1.11 -3.04 -0.05
C: 0.59 -2.95 1.34
C: 0.20 -3.00 -1.11
N: -0.74 -2.13 -1.00
C: -1.90 -2.15 -1.77
C: -2.66 -3.28 -1.98
C: -3.85 -3.20 -2.71
C: -4.25 -1.97 -3.21
C: -3.49 -0.83 -2.98
C: -2.32 -0.89 -2.23
N: -1.50 0.21 -2.01
C: -2.04 1.32 -1.59
N: -1.52 2.50 -1.95
C: -1.61 3.68 -1.10
C: -0.35 2.49 -2.81
N: -3.15 1.37 -0.77
C: -3.40 0.34 0.21
C: -4.27 2.22 -1.08
N: 0.49 -3.77 -2.20
C: 0.62 -5.20 -2.08
C: 0.22 -3.28 -3.53
H: 2.17 -4.84 0.07
H: 3.06 -3.37 0.57
H: 2.77 -3.65 -1.15
H: 0.35 -3.95 1.71
H: -0.34 -2.36 1.40
H: 1.33 -2.49 2.00
H: -2.34 -4.23 -1.56
H: -4.45 -4.08 -2.87
H: -5.16 -1.90 -3.79
H: -3.81 0.12 -3.39
H: -2.28 3.51 -0.27
H: -1.97 4.53 -1.69
H: -0.63 3.92 -0.69
H: -0.50 1.79 -3.63
H: 0.54 2.20 -2.23
H: -0.21 3.49 -3.21
H: -2.47 -0.16 0.47
H: -4.12 -0.41 -0.13
H: -3.79 0.81 1.12
H: -4.01 2.93 -1.86
H: -4.59 2.79 -0.20
H: -5.12 1.62 -1.43
H: 0.52 -5.51 -1.04
H: 1.59 -5.55 -2.46
H: -0.18 -5.69 -2.65
H: 0.10 -2.20 -3.50
H: -0.69 -3.72 -3.95
H: 1.08 -3.52 -4.17
C: -1.32 2.06 2.90
C: -0.53 3.22 2.37
C: -0.79 4.50 2.83
C: -0.12 5.61 2.32
C: 0.82 5.39 1.32
C: 1.10 4.13 0.82
C: 2.09 3.98 -0.29
C: 0.45 2.94 1.34
N: 0.67 1.73 0.87
H: -2.18 2.39 3.48
H: -0.70 1.39 3.52
H: -1.66 1.45 2.04
H: -1.54 4.63 3.60
H: -0.33 6.61 2.69
H: 1.35 6.23 0.90
H: 2.91 4.69 -0.21
H: 1.64 4.12 -1.28
H: 2.50 2.96 -0.29
S: -2.73 -2.91 2.76
C: -3.17 -1.76 3.88
N: -3.80 -2.01 5.06
C: -4.24 -0.79 5.70
C: -3.36 0.26 5.01
N: -2.99 -0.43 3.78
H: -4.25 -2.90 5.17
H: -4.07 -0.82 6.78
H: -5.30 -0.60 5.52
H: -2.48 0.51 5.60
H: -3.90 1.18 4.79
H: -2.35 -0.03 3.11
I: 3.57 1.21 -4.57
C: 2.65 0.66 -2.70
H: 2.96 1.42 -1.99
H: 1.58 0.77 -2.90

Properties
LUMO level ... 1.9 eV
Kohn-Sham gap ... 4.2 eV
HOMO level ... -2.3 eV
ΔE to the lowest compared entry with this formula, charge and spin ... 0.0 kJ/mol
Net charge ... -1
E ... -2754.7891 Ha



Formula: C3H4O2
Source: OMol25
Level of theory: ωB97M-V/def2-TZVPD

Positions of all 9 atoms, in Å:
O: 1.14 1.09 0.03
C: 0.31 0.01 0.01
O: 1.03 -1.16 0.00
C: -1.03 -0.05 -0.59
C: -1.07 -0.07 0.68
H: 1.19 1.71 -0.81
H: 1.66 -1.24 0.74
H: -1.42 -0.13 -1.53
H: -1.81 -0.16 1.47

Properties
SMILES string ... OC1(O)C=C1
LUMO level ... 0.8 eV
Kohn-Sham gap ... 10.2 eV
HOMO level ... -9.4 eV
ΔE to the lowest compared entry with this formula, charge and spin ... 311.7 kJ/mol
E ... -267.0741 Ha



Formula: C7H6Br3NO2
Source: OMol25
Level of theory: ωB97M-V/def2-TZVPD

Positions of all 19 atoms, in Å:
C: 5.95 10.57 1.03
Br: 5.25 9.10 -0.17
Br: 4.42 11.77 1.79
Br: 7.33 11.67 0.19
H: 6.44 10.13 1.90
C: 6.54 9.58 -4.45
C: 7.77 9.00 -4.79
C: 8.96 9.71 -4.44
C: 8.86 10.86 -3.62
C: 7.57 11.34 -3.18
C: 6.43 10.71 -3.66
N: 10.02 11.68 -3.20
O: 11.15 11.34 -3.54
O: 9.77 12.62 -2.48
H: 5.62 9.07 -4.72
H: 7.89 8.13 -5.41
H: 9.93 9.36 -4.75
H: 7.43 12.31 -2.73
H: 5.49 11.22 -3.53

Properties
Spin multiplicity ... 2
LUMO level (spin up / spin down) ... -5.5 / -9.3 eV
Kohn-Sham gap (spin up / spin down) ... 7.9 / 4.0 eV
HOMO level (spin up / spin down) ... -13.3 / -13.3 eV
ΔE to the lowest compared entry with this formula, charge and spin ... 0.0 kJ/mol
Net charge ... +1
E ... -8197.1329 Ha



Formula: C8H9IN
Source: OMol25
Level of theory: ωB97M-V/def2-TZVPD

Positions of all 19 atoms, in Å:
C: 1.70 -2.73 0.19
C: 0.95 -2.47 1.32
C: 1.46 -1.83 -0.85
C: 0.22 -1.34 1.45
C: 0.76 -0.69 -0.71
C: -1.05 2.95 -0.22
C: -0.15 1.95 -0.26
C: -0.34 0.77 0.57
N: 0.18 -0.43 0.47
I: 4.02 0.57 -0.35
H: 2.33 -3.50 0.16
H: 0.90 -3.04 2.22
H: 1.95 -1.93 -1.88
H: -0.43 -1.09 2.28
H: 0.50 -0.14 -1.50
H: -0.87 3.87 -0.87
H: -1.89 2.98 0.44
H: 0.65 2.02 -0.91
H: -1.03 1.01 1.38

Properties
LUMO level (spin up / spin down) ... -5.7 / -6.3 eV
Kohn-Sham gap (spin up / spin down) ... 7.7 / 5.6 eV
HOMO level (spin up / spin down) ... -13.4 / -12.0 eV
ΔE to the lowest compared entry with this formula, charge and spin ... 161.7 kJ/mol
Net charge ... +1
E ... -662.3199 Ha



Formula: C37H25FN5O7PZr
Source: OMol25
Level of theory: ωB97M-V/def2-TZVPD

Positions of all 77 atoms, in Å:
Zr: -0.31 -0.14 -0.04
O: -1.14 -2.10 0.50
C: -0.32 -1.74 1.37
C: 0.25 -2.26 2.56
C: -0.23 -3.26 3.41
C: 0.51 -3.58 4.53
C: 1.72 -2.93 4.78
C: 2.23 -1.96 3.93
C: 1.48 -1.61 2.81
P: 2.00 -0.48 1.48
C: 2.74 -1.58 0.21
C: 2.29 -2.88 0.01
C: 2.78 -3.64 -1.05
C: 3.73 -3.12 -1.90
C: 4.21 -1.83 -1.70
C: 3.72 -1.06 -0.66
C: 3.28 0.62 2.09
C: 2.92 1.91 2.48
C: 3.86 2.75 3.03
C: 5.17 2.32 3.20
C: 5.54 1.03 2.82
C: 4.60 0.18 2.27
H: -1.18 -3.75 3.20
H: 0.16 -4.33 5.22
H: 2.28 -3.20 5.67
H: 3.18 -1.49 4.14
H: 1.59 -3.34 0.69
H: 2.43 -4.66 -1.18
H: 4.13 -3.71 -2.72
H: 4.98 -1.42 -2.34
H: 4.13 -0.08 -0.49
H: 1.90 2.25 2.35
H: 3.58 3.75 3.34
H: 5.90 2.98 3.63
H: 6.55 0.69 2.96
H: 4.88 -0.83 1.98
O: -1.77 1.86 -7.41
N: -2.34 1.54 -6.39
O: -3.55 1.47 -6.23
C: -1.50 1.28 -5.20
C: -0.34 1.97 -5.12
C: 0.50 1.84 -3.97
C: 1.68 2.59 -3.82
C: 2.41 2.46 -2.67
C: 1.97 1.58 -1.69
N: 0.88 0.83 -1.82
C: 0.14 0.97 -2.95
C: -1.09 0.21 -3.06
N: -1.39 -0.61 -2.03
C: -2.49 -1.36 -2.10
C: -3.35 -1.31 -3.20
C: -3.08 -0.45 -4.23
C: -1.92 0.36 -4.18
H: -0.06 2.64 -5.93
H: 1.99 3.27 -4.61
H: 3.31 3.04 -2.50
H: 2.50 1.49 -0.76
H: -2.69 -2.01 -1.27
H: -4.22 -1.95 -3.23
H: -3.74 -0.38 -5.08
F: -5.70 -1.77 1.63
C: -5.59 -0.45 1.78
C: -4.51 0.19 1.34
N: -4.38 1.56 1.51
C: -3.31 2.33 0.92
C: -2.03 1.59 0.70
O: -1.58 0.70 1.51
O: -1.30 1.84 -0.31
C: -5.37 2.32 2.13
O: -5.26 3.52 2.23
N: -6.45 1.61 2.58
C: -6.69 0.24 2.47
O: -7.68 -0.29 2.89
H: -3.71 -0.34 0.86
H: -3.05 3.14 1.61
H: -3.60 2.82 -0.01
H: -7.17 2.15 3.04

Properties
LUMO level ... -6.8 eV
Kohn-Sham gap ... 6.7 eV
HOMO level ... -13.4 eV
ΔE to the lowest compared entry with this formula, charge and spin ... 59.9 kJ/mol
Net charge ... +2
E ... -2713.2881 Ha



Formula: C4H9NO2
Source: OMol25
Level of theory: ωB97M-V/def2-TZVPD

Positions of all 16 atoms, in Å:
C: 1.52 -0.13 -1.24
N: 1.82 -0.13 0.21
C: 1.18 0.40 1.25
O: -0.03 0.96 1.27
C: -1.03 0.86 0.24
C: -1.79 -0.45 0.39
O: -1.00 -1.58 0.11
H: 2.37 -0.58 -1.75
H: 0.63 -0.75 -1.43
H: 1.36 0.87 -1.64
H: 2.44 0.50 1.08
H: -1.70 1.70 0.41
H: -0.60 0.95 -0.76
H: -2.22 -0.50 1.40
H: -2.62 -0.47 -0.33
H: -0.33 -1.66 0.80

Properties
LUMO level ... 0.9 eV
Kohn-Sham gap ... 9.5 eV
HOMO level ... -8.6 eV
ΔE to the lowest compared entry with this formula, charge and spin ... 529.5 kJ/mol
E ... -362.8839 Ha



Formula: CH31O18
Source: OMol25
Level of theory: ωB97M-V/def2-TZVPD

Positions of all 50 atoms, in Å:
C: -0.14 0.40 0.24
O: 1.05 0.18 -0.05
O: -1.14 -0.48 0.00
O: -0.44 1.41 0.90
H: -0.83 -1.26 -0.55
O: 2.12 1.29 1.97
H: 1.53 1.22 1.22
H: 2.64 0.48 1.89
O: -0.67 0.27 -2.89
H: -0.28 0.07 -2.07
H: -1.23 1.05 -2.73
O: -1.12 -3.73 0.45
H: -1.07 -4.69 0.65
H: -1.84 -3.38 1.04
O: 2.67 -1.74 0.09
H: 3.16 -1.77 -0.72
H: 1.97 -1.04 0.05
O: -0.73 2.47 3.21
H: -0.57 1.77 2.57
H: -0.41 3.25 2.76
O: -1.75 -2.18 -3.68
H: -1.56 -1.26 -3.37
H: -2.44 -2.58 -3.20
O: -3.40 1.44 0.08
H: -3.37 1.96 0.87
H: -2.53 1.08 0.00
O: 0.61 -2.44 2.10
H: 1.39 -2.23 1.55
H: 0.01 -2.92 1.53
O: 2.28 0.96 -2.61
H: 1.92 1.14 -1.72
H: 2.00 0.05 -2.85
O: 3.35 2.38 -0.14
H: 3.11 2.07 0.69
H: 3.87 3.13 -0.01
O: 0.25 -2.31 -1.27
H: 1.02 -2.81 -1.11
H: -0.39 -2.90 -0.94
O: 0.71 3.38 -0.11
H: 0.17 2.71 0.30
H: 1.61 3.04 -0.24
O: -2.37 -0.40 2.42
H: -2.82 0.41 2.66
H: -1.78 -0.15 1.74
O: -3.34 2.36 2.62
H: -2.42 2.51 2.83
H: -3.85 2.74 3.32
O: 1.67 -1.53 -3.54
H: 0.93 -1.62 -2.93
H: 2.45 -1.80 -3.02

Properties
LUMO level ... 1.9 eV
Kohn-Sham gap ... 9.1 eV
HOMO level ... -7.2 eV
ΔE to the lowest compared entry with this formula, charge and spin ... 68.1 kJ/mol
Net charge ... -1
E ... -1411.1431 Ha